Arrangement 1

ORCA calculation (ωB97M-V/def2-TZVPD) on a 3-piece molecular cluster, C25H30Br3O7P overall.

Last columns: bonded neighbours and bond lengths (Å).
Cartesian coordinates (Å):
1 C 3.316 0.680 0.723  C2 1.664, H25 1.191, H26 1.193, H27 1.177
2 C 1.942 -0.110 0.217  C1 1.664, Br3 2.036, C4 1.515
3 Br 1.154 0.587 -1.526  C2 2.036
4 C 1.321 -1.260 0.983  C2 1.515, Br5 2.035, C6 1.639
5 Br 2.313 -1.811 2.673  C4 2.035
6 C -0.056 -2.016 0.515  C4 1.639, C7 1.672, C11 1.645
7 C -1.427 -1.102 0.229  C6 1.672, C8 1.639, H28 1.193
8 C -2.852 -1.759 -0.246  C7 1.639, C9 1.666, C23 1.673
9 C -2.956 -3.411 -0.429  C8 1.666, C10 1.639, C15 1.673
10 C -1.664 -4.377 -0.138  C9 1.639, C11 1.671, H29 1.178
11 C -0.239 -3.640 0.331  C6 1.645, C10 1.671, P12 1.949
12 P 1.234 -4.868 0.680  C11 1.949, O13 1.777, Br14 2.289
13 O 1.437 -5.056 2.435  P12 1.777, H30 1.018
14 Br 3.193 -4.046 -0.171  P12 2.289
15 C -4.469 -3.964 -0.878  C9 1.673, O16 1.338, C17 1.673
16 O -4.674 -4.926 -1.785  C15 1.338
17 C -5.732 -3.168 -0.122  C15 1.673, C18 1.639, C22 1.671
18 C -7.068 -3.909 0.473  C17 1.639, C19 1.671, H31 1.174
19 C -8.220 -2.980 1.247  C18 1.671, C20 1.647, H32 1.187
20 C -8.097 -1.351 1.458  C19 1.647, C21 1.641, H33 1.186
21 C -6.762 -0.614 0.851  C20 1.641, C22 1.639, H34 1.180
22 C -5.625 -1.514 0.087  C17 1.671, C21 1.639, C23 1.673
23 C -4.221 -0.837 -0.518  C8 1.673, C22 1.673, O24 1.337
24 O -4.189 0.316 -1.195  C23 1.337
25 H 3.341 0.834 1.903  C1 1.191
26 H 3.269 1.784 0.275  C1 1.193
27 H 4.290 0.146 0.332  C1 1.177
28 H -1.369 0.081 0.369  C7 1.193
29 H -1.731 -5.549 -0.244  C10 1.178
30 H 1.712 -6.014 2.642  O13 1.018
31 H -7.200 -5.071 0.377  C18 1.174
32 H -9.166 -3.536 1.699  C19 1.187
33 H -8.904 -0.686 2.019  C20 1.186
34 H -6.579 0.548 0.954  C21 1.180
35 C -2.020 3.344 -6.089  O36 1.423, H41 1.092, H42 1.094, H43 1.095
36 O -3.044 2.367 -5.942  C35 1.423, C37 1.431
37 C -2.540 1.032 -6.054  O36 1.431, C38 1.533, H44 1.097, H45 1.094
38 C -2.361 0.388 -4.674  C37 1.533, O39 1.430, H46 1.094, H47 1.097
39 O -1.336 1.045 -3.923  C38 1.430, C40 1.423
40 C -1.867 1.948 -2.959  O39 1.423, H48 1.097, H49 1.093, H50 1.093
41 H -2.406 4.302 -5.735  C35 1.092
42 H -1.125 3.094 -5.511  C35 1.094
43 H -1.757 3.442 -7.147  C35 1.095
44 H -1.602 1.015 -6.621  C37 1.097
45 H -3.282 0.456 -6.614  C37 1.094
46 H -2.043 -0.649 -4.811  C38 1.094
47 H -3.307 0.379 -4.118  C38 1.097
48 H -2.255 1.383 -2.103  C40 1.097
49 H -2.659 2.576 -3.375  C40 1.093
50 H -1.057 2.594 -2.613  C40 1.093
51 C 5.651 1.178 3.929  O52 1.423, H57 1.092, H58 1.094, H59 1.095
52 O 5.432 2.503 3.460  C51 1.423, C53 1.431
53 C 5.744 3.488 4.451  O52 1.431, C54 1.533, H60 1.097, H61 1.094
54 C 7.120 4.114 4.198  C53 1.533, O55 1.430, H62 1.094, H63 1.097
55 O 8.168 3.156 4.371  C54 1.430, C56 1.423
56 C 8.646 2.648 3.131  O55 1.423, H64 1.097, H65 1.093, H66 1.093
57 H 5.655 0.505 3.068  C51 1.092
58 H 6.605 1.078 4.453  C51 1.094
59 H 4.833 0.886 4.596  C51 1.095
60 H 5.686 3.059 5.459  C53 1.097
61 H 4.984 4.270 4.374  C53 1.094
62 H 7.285 4.905 4.935  C54 1.094
63 H 7.169 4.568 3.200  C54 1.097
64 H 9.290 3.396 2.653  C56 1.097
65 H 7.831 2.377 2.455  C56 1.093
66 H 9.240 1.753 3.333  C56 1.093

The highest occupied orbital energy is -8.82 eV. Its multiplicity is 1. The HOMO-LUMO gap is 6.89 eV. For the LUMO energy, the calculation gives -1.932 eV. Its net charge is 0. As for the structure (SMILES): C/C(Br)=C(\Br)c1cc2c(cc1P(O)Br)C(=O)c1ccccc1C2=O.COCCOC.COCCOC.

Results of the natural (NBO) charge analysis, in e, for atoms 1 through 2:
1 C -0.686
2 C -0.024

Arrangement 2

ORCA calculation (ωB97M-V/def2-TZVPD) on a 3-piece molecular cluster, C25H30Br3O7P overall.

Last columns: bonded neighbours and bond lengths (Å).
Cartesian coordinates (Å):
1 C -0.284 -2.566 1.183  C2 1.493, H25 1.083, H26 1.084, H27 1.087
2 C 0.027 -1.120 0.970  C1 1.493, Br3 1.905, C4 1.333
3 Br -1.555 -0.072 0.799  C2 1.905
4 C 1.252 -0.594 0.959  C2 1.333, Br5 1.907, C6 1.476
5 Br 2.679 -1.813 1.299  C4 1.907
6 C 1.636 0.808 0.705  C4 1.476, C7 1.400, C11 1.407
7 C 1.310 1.351 -0.543  C6 1.400, C8 1.391, H28 1.078
8 C 1.682 2.646 -0.888  C7 1.391, C9 1.390, C23 1.492
9 C 2.377 3.432 0.023  C8 1.390, C10 1.383, C15 1.489
10 C 2.707 2.927 1.267  C9 1.383, C11 1.392, H29 1.080
11 C 2.352 1.624 1.601  C6 1.407, C10 1.392, P12 1.845
12 P 2.929 1.253 3.314  C11 1.845, O13 1.630, Br14 2.249
13 O 4.165 0.227 3.036  P12 1.630, H30 0.963
14 Br 1.288 0.013 4.224  P12 2.249
15 C 2.771 4.797 -0.425  C9 1.489, O16 1.200, C17 1.485
16 O 2.722 5.768 0.278  C15 1.200
17 C 3.201 4.846 -1.846  C15 1.485, C18 1.385, C22 1.396
18 C 4.267 5.619 -2.278  C17 1.385, C19 1.389, H31 1.078
19 C 4.634 5.577 -3.617  C18 1.389, C20 1.389, H32 1.079
20 C 3.959 4.781 -4.533  C19 1.389, C21 1.390, H33 1.077
21 C 2.883 4.013 -4.105  C20 1.390, C22 1.386, H34 1.078
22 C 2.518 4.051 -2.768  C17 1.396, C21 1.386, C23 1.486
23 C 1.403 3.225 -2.235  C8 1.492, C22 1.486, O24 1.199
24 O 0.366 3.065 -2.813  C23 1.199
25 H 0.436 -3.202 0.684  C1 1.083
26 H -1.246 -2.783 0.734  C1 1.084
27 H -0.334 -2.795 2.244  C1 1.087
28 H 0.786 0.746 -1.266  C7 1.078
29 H 3.249 3.534 1.977  C10 1.080
30 H 4.803 0.339 3.748  O13 0.963
31 H 4.814 6.232 -1.580  C18 1.078
32 H 5.480 6.163 -3.943  C19 1.079
33 H 4.248 4.740 -5.570  C20 1.077
34 H 2.327 3.381 -4.778  C21 1.078
35 C -6.741 3.126 -0.363  O36 1.416, H41 1.089, H42 1.092, H43 1.096
36 O -5.932 4.273 -0.549  C35 1.416, C37 1.419
37 C -5.063 4.531 0.543  O36 1.419, C38 1.513, H44 1.094, H45 1.095
38 C -3.654 4.049 0.273  C37 1.513, O39 1.418, H46 1.095, H47 1.094
39 O -3.590 2.637 0.161  C38 1.418, C40 1.422
40 C -3.541 2.182 -1.185  O39 1.422, H48 1.088, H49 1.093, H50 1.090
41 H -7.169 2.864 -1.330  C35 1.089
42 H -6.163 2.278 0.009  C35 1.092
43 H -7.558 3.342 0.335  C35 1.096
44 H -5.451 4.075 1.460  C37 1.094
45 H -5.041 5.616 0.688  C37 1.095
46 H -3.019 4.336 1.117  C38 1.095
47 H -3.255 4.525 -0.628  C38 1.094
48 H -2.549 2.343 -1.601  C40 1.088
49 H -4.287 2.681 -1.809  C40 1.093
50 H -3.750 1.111 -1.177  C40 1.090
51 C 1.266 -6.222 1.271  O52 1.417, H57 1.089, H58 1.092, H59 1.096
52 O 0.091 -6.428 0.507  C51 1.417, C53 1.419
53 C 0.131 -7.606 -0.283  O52 1.419, C54 1.513, H60 1.094, H61 1.094
54 C -0.633 -8.743 0.360  C53 1.513, O55 1.418, H62 1.094, H63 1.094
55 O -0.031 -9.167 1.573  C54 1.418, C56 1.416
56 C -0.669 -8.653 2.728  O55 1.416, H64 1.095, H65 1.092, H66 1.089
57 H 1.045 -5.463 2.020  C51 1.089
58 H 1.590 -7.134 1.777  C51 1.092
59 H 2.077 -5.855 0.631  C51 1.096
60 H 1.166 -7.905 -0.476  C53 1.094
61 H -0.338 -7.368 -1.243  C53 1.094
62 H -0.626 -9.599 -0.321  C54 1.094
63 H -1.675 -8.453 0.528  C54 1.094
64 H -1.609 -9.185 2.914  C56 1.095
65 H -0.871 -7.584 2.639  C56 1.092
66 H -0.003 -8.817 3.573  C56 1.089

The highest occupied orbital energy is -8.94 eV. Its multiplicity is 1. The HOMO-LUMO gap is 7.97 eV. For the LUMO energy, the calculation gives -0.963 eV. Its net charge is 0. As for the structure (SMILES): C/C(Br)=C(\Br)c1cc2c(cc1P(O)Br)C(=O)c1ccccc1C2=O.COCCOC.COCCOC.

Results of the natural (NBO) charge analysis, in e, for atoms 1 through 2:
1 C -0.672
2 C -0.047

Looking at the structures above, arrangement 2 is most stable, and the difference to the next one is 21.058 eV.